A.
12
Properties=species:S:1:pos:R:3 method="wB97M-V/def2-TZVPD" lumo_energy_ev=0.43 total_charge=0
C -0.68987 0.46759 -0.09563
C 1.39944 0.17105 -0.12659
H -3.30544 -1.03215 0.26585
H -1.79561 -1.67040 0.18641
H 2.62452 -1.70414 0.12677
H 1.69976 2.09418 0.51572
N -2.42787 -0.98446 -0.21750
N -1.95185 0.32926 -0.09672
N 0.31812 -0.50480 -0.12920
N 1.24016 1.54750 -0.22054
O -0.14637 1.75064 -0.09161
S 3.03501 -0.46426 -0.11697

B.
12
Properties=species:S:1:pos:R:3 method="wB97M-V/def2-TZVPD" smiles="O/N=c1/cn[nH]n1S" lumo_energy_ev=0.31 total_charge=0
C 0.14725 -0.51321 -0.45458
C -1.04958 -0.62268 -1.33972
H 2.73744 -1.22052 0.59034
H -1.02153 -1.38917 -2.05582
H -1.87120 1.54277 0.29824
H 1.35145 1.05028 1.99487
N 1.19521 -1.21171 -0.34305
N -2.06842 0.04475 -0.99909
N -1.71532 0.56353 0.24874
N -0.34108 0.46296 0.47971
O 2.08084 -0.54025 0.67066
S 0.55494 1.83325 0.90968

What is the least stable structure shown above? It is B.